Record 1
Here is a molecular structure, C16H25N4O9P2V at a distorted geometry from the Open Molecules 2025 dataset. Energies are from the ωB97M-V functional and the def2-TZVPD basis.

Element x y z (Å)
V -0.55 1.16 0.28
C 0.51 1.01 4.43
C 0.74 0.90 2.95
O -0.35 0.86 2.25
C 2.01 0.85 2.42
C 2.37 0.81 1.03
C 3.82 0.67 0.67
N 1.45 0.91 0.11
N 1.88 0.72 -1.23
C 0.85 0.70 -2.02
O -0.38 0.85 -1.68
C 1.12 0.35 -3.46
C 2.42 0.22 -3.94
C 2.65 -0.14 -5.26
C 1.58 -0.38 -6.12
C 0.28 -0.25 -5.64
C 0.05 0.12 -4.32
H -0.20 0.24 4.75
H 0.05 1.98 4.63
H 1.44 0.91 4.99
H 2.84 0.87 3.13
H 4.39 0.30 1.53
H 4.24 1.64 0.38
H 3.96 0.01 -0.18
H 3.24 0.41 -3.26
H 3.67 -0.22 -5.62
H 1.76 -0.66 -7.15
H -0.56 -0.42 -6.31
H -0.95 0.25 -3.93
O -4.83 1.88 1.33
P -3.32 1.34 1.48
O -3.30 0.14 2.36
O -2.75 1.20 0.08
O -2.63 2.65 2.16
P -1.36 3.65 1.81
O -2.17 4.99 1.41
O -0.58 3.92 3.03
O -0.71 3.17 0.52
H -5.17 2.17 2.19
H -2.11 5.59 2.17
N -1.04 -3.96 0.44
C 0.31 -3.32 0.77
C 0.37 -1.98 0.08
N -0.77 -1.16 0.44
C -2.05 -1.75 0.13
C -2.21 -3.07 0.85
H -1.12 -4.89 0.85
H -1.08 -4.07 -0.57
H 1.08 -4.03 0.45
H 0.33 -3.21 1.85
H 0.38 -2.11 -1.01
H 1.29 -1.47 0.35
H -0.72 -0.86 1.42
H -2.10 -1.90 -0.96
H -2.85 -1.08 0.42
H -3.12 -3.62 0.61
H -2.13 -2.93 1.92

Output
ΔE to the lowest compared entry with this formula, charge and spin: 51.6 kcal/mol
2S+1: 4
<S²>: 3.768
total charge: -1

Record 2
Here is 7 unconnected molecules or ions with the total composition C15H49ClNO24P5 at a distorted geometry from the Open Molecules 2025 dataset. Energies are from the ωB97M-V functional and the def2-TZVPD basis.

Element x y z (Å)
N 1.87 -3.05 -0.34
H 1.42 -3.06 -1.28
H 1.61 -2.19 0.18
H 2.87 -3.23 -0.37
H 1.56 -3.91 0.12
Cl -0.07 -0.48 0.60
O -0.58 -1.42 -0.38
O 1.36 -0.42 0.45
O -0.68 0.83 0.43
O -0.30 -0.86 1.98
C 4.70 0.49 0.30
O 6.00 -0.10 0.15
P 7.27 0.25 1.02
O 8.46 -0.54 0.74
O 6.70 -0.04 2.52
C 7.59 -0.52 3.53
O 7.31 1.84 0.92
C 8.52 2.56 1.01
H 4.16 0.56 -0.64
H 4.65 1.45 0.80
H 4.15 -0.29 0.84
H 8.63 -0.36 3.24
H 7.41 -1.57 3.75
H 7.34 0.01 4.45
H 8.76 3.04 0.06
H 9.36 1.88 1.20
H 8.55 3.27 1.84
C 0.10 4.54 -2.04
O -1.22 5.06 -2.11
P -2.13 4.52 -3.36
O -1.70 4.91 -4.69
O -2.16 2.95 -3.14
C -2.56 2.41 -1.88
O -3.56 5.10 -2.93
C -3.92 5.50 -1.59
H 0.24 4.00 -1.10
H 0.78 5.40 -1.96
H 0.48 4.04 -2.93
H -2.26 3.00 -1.01
H -2.03 1.47 -1.77
H -3.64 2.32 -1.73
H -3.16 6.10 -1.10
H -4.25 4.61 -1.05
H -4.77 6.16 -1.76
C -2.91 -4.37 -0.23
O -2.24 -5.61 -0.38
P -1.14 -6.14 0.61
O 0.16 -5.50 0.49
O -1.85 -6.16 2.03
C -1.25 -6.78 3.19
O -1.07 -7.72 0.24
C -2.27 -8.47 0.22
H -2.42 -3.44 0.06
H -3.85 -4.50 0.31
H -3.34 -4.13 -1.22
H -2.07 -7.32 3.68
H -0.91 -6.01 3.86
H -0.45 -7.45 2.87
H -3.14 -7.85 0.46
H -2.26 -9.22 1.01
H -2.47 -8.89 -0.76
C -2.18 -0.54 -4.15
O -1.25 -1.21 -3.31
P -0.70 -2.66 -3.60
O 0.23 -3.24 -2.59
O -2.07 -3.49 -3.70
C -1.98 -4.91 -3.57
O -0.19 -2.61 -5.11
C 1.17 -2.62 -5.49
H -1.69 0.17 -4.81
H -2.85 0.08 -3.56
H -2.73 -1.22 -4.80
H -1.70 -5.39 -4.51
H -3.00 -5.26 -3.38
H -1.30 -5.24 -2.79
H 1.25 -2.64 -6.58
H 1.79 -3.44 -5.14
H 1.70 -1.74 -5.15
C -2.63 3.74 1.94
O -2.45 5.07 2.42
P -2.73 5.49 3.93
O -4.09 5.37 4.45
O -1.62 4.75 4.78
C -1.93 3.77 5.75
O -2.17 6.98 3.93
C -2.96 8.11 3.65
H -3.32 3.71 1.09
H -2.96 3.09 2.74
H -1.69 3.40 1.49
H -1.47 4.07 6.70
H -1.52 2.78 5.54
H -3.00 3.62 5.86
H -2.83 8.88 4.41
H -4.00 7.89 3.42
H -2.53 8.57 2.74

Output
ΔE to the lowest compared entry with this formula, charge and spin: 38.6 kcal/mol
2S+1: 1

Record 3
Here is a gas-phase ion, C8H11N2O (charge +1) at a distorted geometry from the Open Molecules 2025 dataset. Energies are from the ωB97M-V functional and the def2-TZVPD basis.

Element x y z (Å)
C -1.69 1.90 0.93
N -0.45 1.34 0.32
C 0.18 1.95 -0.61
N 1.24 1.27 -1.06
C 1.28 -0.04 -0.45
C 1.09 -1.22 -1.40
O 1.27 -1.05 -2.59
C 0.81 -2.50 -0.70
C 0.01 -2.43 0.36
C -0.67 -1.20 0.80
C 0.21 0.10 0.73
H -2.36 2.40 0.03
H -2.22 1.22 1.51
H -1.45 2.71 1.74
H -0.11 2.91 -1.16
H 1.71 1.62 -1.86
H 2.25 -0.15 0.00
H 1.25 -3.47 -1.15
H -0.42 -3.23 0.86
H -1.49 -1.25 0.12
H -1.19 -1.18 1.89
H 0.75 0.30 1.68

Output
ΔE to the lowest compared entry with this formula, charge and spin: 57.3 kcal/mol
2S+1: 1
total charge: +1
SMILES string: CN1C=[NH+][C@@H]2C(=O)C=CC[C@@H]21

Record 4
Here is 8 unconnected molecules or ions with the total composition H16O7S at a distorted geometry from the Open Molecules 2025 dataset. Energies are from the ωB97M-V functional and the def2-TZVPD basis.

Element x y z (Å)
O -1.65 1.52 0.46
H -2.46 1.05 0.27
H -1.02 1.27 -0.23
O 0.13 1.35 2.90
H -0.63 1.50 2.32
H 0.65 2.15 2.82
O 0.05 -1.43 -1.28
H 0.34 -2.18 -1.78
H -0.65 -1.68 -0.66
O 3.82 -0.59 -0.16
H 3.51 0.32 -0.21
H 3.91 -0.91 0.73
O 1.72 3.27 0.17
H 1.36 3.08 -0.71
H 1.45 4.14 0.47
O -1.50 -2.13 1.20
H -0.96 -1.49 1.68
H -1.55 -2.93 1.72
O 0.82 1.32 -1.71
H 0.85 0.39 -1.45
H 1.66 1.44 -2.17
S -3.57 -2.64 -1.41
H -2.77 -3.10 -2.38
H -3.51 -3.70 -0.60

Output
ΔE to the lowest compared entry with this formula, charge and spin: 30.0 kcal/mol
2S+1: 1
SMILES string: O.O.O.O.O.O.O.S

Record 5
Here is 2 unconnected molecules or ions with the total composition C3H7N2O at a distorted geometry from the Open Molecules 2025 dataset. Energies are from the ωB97M-V functional and the def2-TZVPD basis.

Element x y z (Å)
O -1.48 1.34 5.11
H -2.43 1.24 4.87
H -0.99 1.11 4.29
C -2.17 0.62 0.06
C -1.64 1.08 -1.09
C 0.00 0.00 0.00
N -1.18 -0.12 0.71
N -0.31 0.69 -1.12
H -3.20 0.69 0.42
H -2.09 1.55 -1.96
H 1.03 -0.27 0.21
H -1.21 -0.63 1.61
H 0.28 0.89 -1.94

Output
ΔE to the lowest compared entry with this formula, charge and spin: 18.7 kcal/mol
2S+1: 1
total charge: +1

Record 6
Here is 3 unconnected molecules or ions with the total composition C19H46ClN8O2P2 at a distorted geometry from the Open Molecules 2025 dataset. Energies are from the ωB97M-V functional and the def2-TZVPD basis.

Element x y z (Å)
C -1.96 3.28 -1.77
C -1.72 4.75 -1.14
C -2.33 5.95 -1.99
Cl -4.03 5.64 -2.63
C -1.34 6.51 -3.14
C -0.23 5.54 -3.59
C 0.63 6.18 -4.75
C 0.13 7.59 -5.10
N -0.92 8.33 -4.51
N -1.65 7.81 -3.54
H -2.52 3.31 -2.77
H -2.40 2.53 -1.03
H -0.91 2.88 -2.03
H -2.27 4.75 -0.13
H -0.62 4.95 -0.87
H -2.45 6.84 -1.27
H -0.02 4.50 -3.19
H 1.49 5.63 -5.26
H 0.69 8.11 -5.96
H -1.13 9.29 -4.84
O -0.97 1.84 2.22
P -1.63 1.09 3.40
N -1.26 -0.43 2.73
C -2.09 -1.45 2.14
C 0.14 -0.83 2.76
N -3.21 1.70 3.08
C -4.06 1.19 2.01
C -3.24 3.17 3.01
N -2.34 0.24 4.79
C -1.41 0.13 5.91
C -3.33 -0.80 4.85
H -2.02 -2.39 2.70
H -1.77 -1.67 1.11
H -3.14 -1.20 2.07
H 0.34 -1.44 3.65
H 0.80 0.03 2.79
H 0.42 -1.41 1.87
H -3.49 0.92 1.12
H -4.83 1.91 1.71
H -4.63 0.32 2.36
H -2.91 3.54 2.03
H -2.58 3.61 3.76
H -4.24 3.55 3.21
H -0.74 -0.73 5.79
H -1.94 0.03 6.86
H -0.80 1.04 5.99
H -2.88 -1.80 4.82
H -4.09 -0.74 4.07
H -3.89 -0.72 5.79
O 2.86 -4.08 0.97
P 2.95 -3.68 -0.51
N 1.87 -4.91 -1.00
C 2.06 -6.13 -1.74
C 0.47 -4.72 -0.65
N 4.63 -4.05 -0.64
C 5.14 -5.41 -0.78
C 5.44 -3.37 0.38
N 3.04 -3.15 -2.21
C 2.15 -2.03 -2.49
C 3.33 -3.88 -3.42
H 1.48 -6.12 -2.67
H 1.73 -7.00 -1.15
H 3.09 -6.33 -2.01
H -0.07 -4.24 -1.47
H 0.36 -4.08 0.23
H -0.02 -5.66 -0.40
H 4.57 -6.13 -0.19
H 6.19 -5.49 -0.47
H 5.15 -5.72 -1.83
H 5.41 -3.89 1.34
H 5.07 -2.35 0.55
H 6.48 -3.27 0.06
H 1.13 -2.38 -2.71
H 2.50 -1.43 -3.34
H 2.10 -1.36 -1.63
H 2.43 -4.29 -3.88
H 4.04 -4.69 -3.28
H 3.81 -3.21 -4.15

Output
2S+1: 1
electronic energy: -67545.966 eV
total charge: +1

Record 7
Here is 5 unconnected molecules or ions with the total composition C12H15B2F17O6 at a distorted geometry from the Open Molecules 2025 dataset. Energies are from the ωB97M-V functional and the def2-TZVPD basis.

Element x y z (Å)
B 3.22 -2.31 0.90
F 2.58 -1.26 1.58
F 2.96 -3.53 1.44
F 2.56 -2.20 -0.36
F 4.54 -2.04 0.71
B 0.49 0.88 0.61
F 1.14 2.07 0.74
F 0.30 0.21 1.77
F -0.78 1.05 0.02
F 1.21 0.04 -0.27
C -5.11 0.03 -1.12
C -3.76 0.62 -1.36
O -3.33 0.33 -2.67
C -2.33 -0.52 -2.98
O -1.59 -1.01 -2.13
C -2.14 -0.59 -4.50
F -2.64 -1.78 -4.91
F -2.76 0.42 -5.17
F -0.81 -0.57 -4.82
H -5.15 -0.99 -0.73
H -5.54 0.03 -2.12
H -5.75 0.66 -0.50
H -3.07 0.29 -0.59
H -3.82 1.70 -1.27
C -0.39 -1.56 5.09
C 1.13 -1.62 4.70
O 1.64 -2.92 4.63
C 1.12 -3.99 3.90
O 0.09 -3.87 3.20
C 1.92 -5.24 4.15
F 2.91 -5.07 5.01
F 1.08 -6.17 4.65
F 2.48 -5.76 3.01
H -0.47 -1.99 6.09
H -1.07 -2.07 4.40
H -0.77 -0.55 5.20
H 1.79 -1.12 5.41
H 1.30 -1.16 3.73
C -0.74 2.86 -3.53
C 0.35 2.69 -2.45
O 1.12 3.84 -2.46
C 2.38 3.90 -1.97
O 2.94 2.97 -1.42
C 3.08 5.27 -2.02
F 2.91 6.00 -0.85
F 4.40 5.01 -2.20
F 2.58 6.01 -3.04
H -0.85 1.83 -3.88
H -0.34 3.51 -4.30
H -1.69 3.22 -3.14
H 0.88 1.75 -2.62
H -0.22 2.72 -1.53

Output
ΔE to the lowest compared entry with this formula, charge and spin: 11.3 kcal/mol
2S+1: 1
total charge: -2

Record 8
Here is a molecular structure, C40H43FFeN10O7S from the Open Molecules 2025 dataset. Energies are from the ωB97M-V functional and the def2-TZVPD basis.

Element x y z (Å)
Fe -1.27 -0.12 0.43
S -1.02 -1.93 1.84
C -0.83 -3.08 0.57
N -0.39 -4.27 0.77
N -0.33 -5.20 -0.29
C 0.71 -5.22 -1.24
C 0.82 -6.39 -2.01
C 1.80 -6.51 -2.97
C 2.69 -5.48 -3.21
C 2.59 -4.32 -2.45
C 1.61 -4.19 -1.47
N -1.29 -2.72 -0.77
N -1.57 -1.52 -0.91
C -1.91 -1.19 -2.28
C -2.91 -0.26 -2.50
C -3.17 0.15 -3.80
C -2.42 -0.36 -4.86
C -1.42 -1.29 -4.61
C -1.16 -1.72 -3.32
H -0.41 -6.11 0.13
H 0.12 -7.20 -1.84
H 1.86 -7.43 -3.55
H 3.46 -5.57 -3.97
H 3.25 -3.48 -2.60
H 1.57 -3.27 -0.90
H -3.44 0.15 -1.65
H -3.96 0.87 -3.99
H -2.62 -0.03 -5.87
H -0.83 -1.69 -5.43
H -0.37 -2.43 -3.11
C 0.28 2.27 -6.55
C 0.95 3.03 -5.42
N 0.35 2.75 -4.12
C 0.89 1.77 -3.35
C 0.39 1.31 -2.18
C 1.16 0.16 -1.52
O 2.21 -0.16 -2.09
O 0.66 -0.38 -0.50
C -0.82 1.88 -1.69
O -1.42 1.54 -0.67
C -1.40 2.96 -2.51
C -2.59 3.54 -2.06
C -3.18 4.49 -2.83
F -4.34 5.09 -2.42
C -2.64 4.90 -4.06
C -1.47 4.33 -4.50
C -0.82 3.35 -3.72
N -3.29 5.89 -4.87
C -3.30 7.21 -4.24
C -3.76 8.25 -5.24
N -5.13 7.86 -5.74
C -5.12 6.48 -6.35
C -4.62 5.50 -5.32
H 0.76 2.50 -7.50
H -0.78 2.52 -6.63
H 0.35 1.19 -6.38
H 0.93 4.11 -5.59
H 2.00 2.75 -5.35
H 1.81 1.31 -3.71
H -3.01 3.22 -1.12
H -1.08 4.64 -5.45
H -2.29 7.46 -3.92
H -3.95 7.24 -3.35
H -3.11 8.27 -6.11
H -3.84 9.24 -4.80
H -5.47 8.55 -6.41
H -5.78 7.86 -4.95
H -4.46 6.54 -7.21
H -6.14 6.26 -6.67
H -4.56 4.52 -5.78
H -5.34 5.43 -4.49
O -1.42 1.22 1.99
N -2.55 1.77 2.03
N -3.44 1.19 1.31
O -3.19 0.09 0.62
C -4.72 1.78 1.20
C -5.67 1.14 0.41
C -6.93 1.70 0.27
C -7.25 2.89 0.90
C -6.29 3.52 1.69
C -5.03 2.98 1.84
H -5.41 0.20 -0.06
H -7.67 1.19 -0.34
H -8.24 3.32 0.80
H -6.53 4.45 2.20
H -4.28 3.46 2.46
O 2.85 1.80 0.70
C 2.52 0.91 1.43
O 1.33 0.85 2.02
C 3.44 -0.26 1.79
N 2.82 -1.13 2.81
C 2.82 -2.52 2.31
C 3.88 -2.55 1.22
C 3.72 -1.17 0.59
H 4.37 0.18 2.16
H 1.34 0.02 2.56
H 3.30 -1.05 3.70
H 1.83 -2.76 1.90
H 3.01 -3.21 3.14
H 3.73 -3.36 0.51
H 4.88 -2.66 1.67
H 2.86 -1.17 -0.08
H 4.58 -0.83 0.01

Output
ΔE to the lowest compared entry with this formula, charge and spin: 0.9 kcal/mol
2S+1: 1

Question: Number 8 is which compound?
Answer: C40H43FFeN10O7S